[1]
DFT (the ωB97M-V functional and the def2-TZVPD basis) results for 8 unconnected molecules or ions with the total composition C34H90N6O10 in a non-equilibrium geometry.

```
! RIJCOSX wB97M-V def2-TZVPD def2/J DEFGRID3
* xyz 0 1
H -2.999 1.124 -0.765
H -1.703 -3.214 -3.523
H 0.405 -4.173 -4.410
H -7.723 -0.671 -4.073
C -5.025 2.177 0.787
H 2.393 -3.516 0.230
O -0.637 1.709 1.662
H -1.316 -0.803 1.913
H 0.512 4.112 6.385
H -2.131 -6.982 1.598
H 2.930 -1.293 -1.040
H 7.030 0.840 1.675
H 3.017 -0.711 -6.128
N -3.994 2.204 -3.372
C 3.152 4.468 5.293
C -2.016 -2.694 -0.975
H 2.376 0.357 2.214
H 3.835 -2.659 -1.660
H 0.249 0.714 3.250
H 6.040 2.565 -1.391
O -5.952 0.349 -3.987
H 0.263 -1.473 2.237
H -2.251 -6.041 3.049
H -1.510 1.018 6.150
H -2.819 2.741 -0.246
C 0.255 0.720 2.154
O -0.521 -5.648 2.039
H 1.200 -3.688 -2.883
H -2.355 1.692 3.694
H -0.930 4.335 -0.337
H 0.150 -7.144 0.830
H -3.400 3.827 -2.239
H -1.066 -4.577 -2.555
C -3.361 1.503 4.086
O -3.468 -1.407 3.696
C 3.760 -1.575 -1.708
H 5.254 0.682 1.634
H 2.087 2.082 -5.203
H -0.439 1.841 0.719
H 2.013 -5.585 1.682
H 7.268 2.554 -0.332
H -4.965 2.110 -3.088
H -4.046 1.210 3.296
C -2.611 -0.901 4.705
O -0.873 -2.623 -1.794
H 3.239 4.534 -0.590
H 3.758 1.365 -5.289
C -3.618 0.874 -3.801
H 2.268 5.853 -0.556
H -3.673 2.435 4.558
H 7.077 0.372 -0.830
H -4.738 0.728 -5.631
C 2.262 3.234 5.445
H 3.498 2.640 6.816
H 0.879 -3.819 -0.522
H 3.083 2.039 -3.776
H -2.118 2.675 -2.563
H -2.703 0.377 7.120
H -2.432 -3.704 -0.923
C 2.854 1.496 -4.690
H -2.732 0.871 -4.450
C 6.200 0.802 -0.332
H -3.162 -3.406 4.242
H 0.236 2.579 5.519
C 6.183 0.416 1.131
O -4.763 2.276 -0.594
H 3.071 4.964 4.328
C -3.410 2.125 -0.944
H 0.931 -3.397 1.216
H 2.178 2.418 -1.045
H 2.660 -2.413 -4.434
H -2.451 -5.175 1.569
H -2.521 -1.534 5.594
H 2.773 5.184 6.031
H 3.513 -1.182 -2.696
H 1.301 3.042 -2.495
C 1.504 -5.447 0.721
O 4.961 -1.063 -1.177
C -0.881 -3.547 -2.872
O 2.382 0.198 -4.381
H -7.569 0.548 -5.272
N -2.505 0.947 6.310
H -4.385 -0.789 -4.895
H 0.501 -1.380 -3.596
N 2.351 4.905 -0.893
C -1.886 -6.003 2.016
H 2.438 -7.057 -0.046
C -3.179 2.762 -2.315
H -1.812 -2.256 0.000
C -0.250 -0.655 1.724
H 1.322 -0.213 -6.121
C 4.944 0.331 -1.050
H 4.064 0.693 -0.501
H 1.707 -2.652 -5.927
H 1.850 0.954 0.648
H -4.438 2.881 1.389
N 6.307 2.266 -0.458
C 1.663 1.026 1.719
H -3.782 -3.198 2.657
O 0.147 1.993 -1.091
C -0.112 4.954 -0.703
H 1.258 3.839 0.460
H -4.816 1.146 1.091
H 3.068 -5.660 -0.550
H -1.589 -0.698 4.351
C -4.714 0.229 -4.653
C -3.252 0.448 5.154
H 2.355 2.609 4.544
O 2.569 2.488 6.614
H -2.808 -2.057 -1.402
H 0.462 4.082 4.598
C 1.411 -3.962 0.421
H -6.650 -0.947 -5.506
H -2.093 -2.873 3.008
H 0.360 0.956 -2.872
H -0.150 -0.810 0.643
C 1.231 2.824 -1.427
H -4.232 0.091 5.483
H 6.321 -0.665 1.226
H 1.917 2.026 2.078
C -3.115 -2.726 3.379
H -0.005 5.822 -0.055
H -0.468 -5.759 -0.068
H -3.358 0.201 -2.967
C 0.100 -6.049 0.823
H 4.942 0.788 -2.052
C -6.995 -0.235 -4.760
H 4.191 4.245 5.536
N 0.596 -2.132 -4.268
H -0.283 5.248 -1.740
C 1.157 4.114 -0.600
H -0.825 0.329 -1.650
N 2.183 -6.133 -0.389
C 2.125 -0.612 -5.489
H -6.076 2.428 0.923
C 0.758 3.534 5.493
C 0.154 0.783 -1.810
C 0.439 -3.409 -3.628
H 0.941 0.099 -1.460
C 1.826 -2.027 -5.037
*
```

Values from the calculation:
ΔE to the lowest compared entry with this formula, charge and spin = 85.8 kJ/mol
SMILES = COC[C@H](C)N.COC[C@H](C)N.COC[C@H](C)N.COC[C@H](C)N.COCCNCCOC.COCCNCCOC.CC(C)O.CC(C)O

Atom charges from the Löwdin analysis, given in e for atoms 1 to 6:
1 H 0.112
2 H 0.125
3 H 0.125
4 H 0.085
5 C -0.103
6 H 0.067



[2]
DFT (the ωB97M-V functional and the def2-TZVPD basis) results for a molecular structure, C34H90N9NaO14 in a non-equilibrium geometry.

```
! RIJCOSX wB97M-V def2-TZVPD def2/J DEFGRID3
* xyz 0 1
H -4.988 -0.783 0.998
C -1.805 0.131 -5.487
H -3.425 -3.755 -2.780
C -2.191 3.222 -1.642
O 1.701 -4.640 3.098
H -4.287 -2.288 -2.132
N 1.531 4.976 1.996
H 3.675 2.047 4.825
H 4.631 -1.560 0.629
C 4.947 -1.457 -1.942
H -3.331 5.039 0.915
N -0.218 0.072 4.323
H -1.301 -1.682 3.827
H 1.291 4.199 -3.487
N 2.095 -2.718 0.971
H -0.335 -4.327 2.889
H -2.524 3.500 1.047
H -1.039 4.119 -3.981
H -1.803 8.357 0.387
H -2.675 -5.105 -1.028
H 2.065 6.911 2.661
C 0.638 5.044 -3.270
H -3.369 -0.875 0.371
C -1.002 8.065 -0.292
H 1.116 5.564 -2.440
O -0.277 6.888 0.256
O 0.210 -1.060 -2.279
O 1.812 2.528 0.713
C -3.196 -4.401 -0.379
H -4.073 0.642 0.837
N -1.397 1.069 -4.695
H -2.315 -1.793 -5.095
H 0.642 5.421 -5.415
H -3.665 -10.829 1.909
H 3.215 2.795 6.276
H 3.333 2.208 -3.324
H -4.391 -4.529 1.172
H 5.418 -0.483 -2.081
H 0.103 -0.618 6.285
H -1.184 0.700 -3.779
C 3.302 1.809 5.821
C 2.466 -1.295 0.866
H 2.132 6.603 0.892
H 0.876 -2.195 2.630
H -2.725 -4.406 1.772
C 0.583 -0.640 5.306
H -1.325 2.026 -5.008
C 2.821 4.335 1.946
H -1.489 -0.192 -1.561
H 2.279 -0.976 -5.592
H -3.065 -6.358 3.235
C -4.280 -3.375 -2.222
H 2.150 2.355 2.763
H -0.052 2.490 1.423
N -0.755 4.614 -3.147
H -0.609 6.508 2.219
C 2.413 7.236 -5.701
H 2.398 2.283 -1.787
C 0.831 -2.874 1.778
H 3.730 -2.098 -6.302
C 2.597 2.801 1.874
H 1.697 -0.708 0.363
H -0.259 8.860 -0.359
H -2.715 -8.771 2.169
C -3.647 -6.818 2.437
H 1.171 0.547 -2.784
H 0.160 8.103 1.901
H 0.192 6.844 -4.505
O -2.258 0.225 -6.598
H 5.729 -2.020 -1.432
C 0.575 -4.347 2.290
H 1.512 -6.675 2.962
C 3.806 -1.065 0.118
H 2.813 -3.067 1.590
H 0.935 4.526 1.316
H 1.626 -1.252 -4.010
O -4.699 -9.024 1.909
H 2.367 6.545 -6.542
C 0.636 1.776 0.969
O -2.973 4.286 -0.963
H -5.248 -10.717 2.852
H -0.252 3.982 -1.108
H -1.472 -2.008 -1.500
H -2.178 2.330 -1.017
C -3.977 -0.401 1.141
O 1.993 1.197 5.897
H 3.279 0.875 -2.281
H -2.657 3.029 -2.609
H 3.886 -3.824 -5.827
N -3.237 -6.345 1.096
C -3.373 -4.895 1.044
N 3.533 -2.886 -5.701
C -4.697 -10.479 1.942
C 2.648 1.680 -2.660
C -0.885 -1.091 -1.440
H 3.463 4.573 2.794
H -3.756 -6.724 0.317
C -2.154 -0.037 2.645
H -4.667 -6.453 2.553
C -2.588 4.400 0.436
H 3.606 2.388 1.856
H 0.846 0.888 1.564
C -3.614 -8.328 2.599
H -0.534 -1.094 -0.409
H 4.086 1.218 6.293
H -0.091 -2.559 1.289
H 2.601 -0.804 5.842
H -5.146 -3.642 -2.828
H 2.372 -0.063 4.278
O 2.621 -3.598 -3.848
H 0.837 -6.037 4.459
O 3.740 -1.464 -1.214
C 1.970 -0.106 5.290
C 0.120 7.051 1.618
C -0.757 3.601 -1.996
H 0.300 1.448 -0.015
H 4.881 -1.934 -2.919
H 4.047 -0.002 0.123
C 1.564 6.449 1.809
C 2.683 -2.756 -4.740
H -1.424 7.960 -1.292
H -1.602 4.858 0.504
H -3.744 -8.683 3.622
H 2.723 -0.896 1.847
C 1.627 -5.901 3.721
C 0.844 5.970 -4.495
N 2.040 -1.622 -4.853
H -2.575 -3.509 -0.291
H -2.114 -0.497 4.836
H -0.198 2.702 -2.258
C -1.485 -0.616 3.954
H 3.431 7.626 -5.723
O -3.400 -0.673 2.402
H 0.488 -5.107 1.514
H -5.144 -10.954 1.069
H -1.441 -0.199 1.837
H -2.301 1.029 2.815
H 0.705 -1.719 5.216
N -1.813 -0.992 -4.737
H -1.345 -0.999 -3.842
H 2.555 -6.222 4.196
O -4.409 -4.103 -1.003
O 1.524 1.228 -3.361
Na 1.832 -2.862 -1.538
H 3.374 4.622 1.052
H -0.398 1.014 4.639
O 2.205 6.440 -4.533
H 1.672 8.027 -5.816
*
```

Atom charges from the Löwdin analysis, given in e for atoms 1 to 6:
1 H 0.091
2 C -0.764
3 H 0.083
4 C -0.179
5 O -0.199
6 H 0.085



[3]
DFT (the ωB97M-V functional and the def2-TZVPD basis) results for 10 unconnected molecules or ions with the total composition C34H90O13P in a non-equilibrium geometry.

```
! RIJCOSX wB97M-V def2-TZVPD def2/J DEFGRID3
* xyz 1 1
H 2.790 -1.843 -3.515
H 2.679 -12.425 3.103
C 8.370 -7.252 2.160
C -0.236 12.931 -2.125
H -4.988 12.200 2.662
H 10.200 -7.076 3.301
C 3.505 -1.278 -2.911
H 0.249 12.198 -4.099
C 4.138 -13.574 2.526
H -4.119 3.288 -0.509
C -1.172 -6.322 -3.054
H -4.665 2.347 -2.612
P -2.036 2.047 -0.932
H -5.230 11.138 4.064
H 4.957 -7.360 2.442
H 0.066 1.132 -4.656
H 4.278 -4.264 1.794
H 5.275 -7.987 4.061
H -5.554 0.836 -3.023
H 0.364 1.941 -0.902
H 9.117 -5.676 3.436
C -0.679 -2.678 -1.157
H 8.393 -8.340 2.103
H -0.786 -1.584 -1.319
C -4.552 1.261 -2.817
H -3.126 12.466 4.323
H -2.782 9.916 -2.128
C 4.614 -8.060 3.192
C 3.009 -1.137 -1.485
H -2.535 5.206 2.360
H 3.715 -0.555 -0.892
H -4.527 0.677 -0.655
H -4.621 6.257 2.211
H -0.738 -3.145 -2.159
H -1.330 7.514 0.075
H 2.892 -2.118 -1.015
H -3.926 6.270 0.517
H 3.940 -9.539 1.775
C -2.608 8.971 -1.612
H -3.500 8.347 -1.710
H -3.307 -6.298 -2.743
H -2.105 2.523 -3.352
C -5.704 4.980 0.830
H -0.203 2.962 0.428
H 2.992 -8.290 4.254
C 3.223 -5.170 0.432
O -2.547 0.567 -1.468
H 1.335 -6.093 0.939
O -2.064 7.952 0.513
H 1.425 1.330 -3.460
H -5.875 4.057 1.418
H 5.222 -13.578 2.646
O 7.003 -6.855 2.254
C -0.568 12.716 -3.590
C 0.362 1.546 -3.670
H 0.659 13.551 -2.018
C -1.820 3.136 -2.469
C -3.163 11.603 3.659
H -2.572 3.954 -2.414
O -2.556 4.021 0.702
H -5.654 4.698 -0.242
H -2.407 -4.020 -0.909
H 2.967 -4.980 -0.612
C -3.273 2.951 0.135
H -3.105 9.707 0.351
O -2.659 10.480 4.375
H -0.364 3.437 -4.616
H 1.399 -4.342 1.235
C 9.155 -6.767 3.364
C 1.970 -5.273 1.279
H 1.125 -0.978 -1.968
C 0.173 3.105 -3.701
H -1.792 8.444 -2.113
O -1.100 -7.725 -3.272
C 4.608 -9.471 2.636
H 0.242 -2.917 -0.596
C -3.981 0.463 -1.599
H -0.919 -6.139 -2.009
C -1.340 0.385 1.797
H 4.242 -10.179 3.380
C -3.283 4.627 1.778
H -2.297 0.897 1.571
H -3.628 -0.754 1.135
C -1.627 -1.164 1.868
O 4.043 -4.091 0.878
C -2.562 -5.798 -3.365
H -0.711 -1.696 1.549
H -0.747 13.666 -4.095
H 0.069 -0.177 0.239
O 1.751 -0.460 -1.454
H -0.254 1.025 -2.913
H 3.802 -6.098 0.482
H 3.613 -0.296 -3.378
H -1.312 -7.889 -4.195
H -3.485 -2.417 1.729
H -4.630 10.463 2.556
H 8.725 -7.164 4.285
O -2.810 -2.048 -0.204
O 3.291 -7.671 3.582
H -0.422 -5.828 -3.682
H 2.229 -5.443 2.327
C -0.163 0.736 0.812
H -1.616 -3.590 0.621
H 1.185 3.554 -3.699
C -0.388 1.996 -0.082
H -3.703 3.859 2.462
H -2.622 -4.720 -3.190
H 2.681 -13.518 0.932
O 3.635 -12.423 3.199
H 3.736 -14.471 3.008
H 5.612 -9.773 2.330
H -1.457 12.091 -3.692
H 4.468 -1.789 -2.942
H -4.182 -0.606 -1.814
H 8.793 -6.850 1.234
H -1.761 -1.406 2.947
H -3.740 2.304 0.914
C -4.587 11.342 3.206
H 0.744 0.946 1.418
H 4.164 -12.643 0.582
H -3.950 1.090 -3.731
C -1.952 -3.179 -0.352
H 6.983 -5.894 2.294
H -2.828 -5.998 -4.405
H 0.719 11.249 -1.910
H -1.382 9.816 -0.044
C -4.367 5.651 1.320
H -2.509 11.800 2.802
O -0.521 3.654 -2.569
C 3.767 -13.542 1.056
H 4.158 -14.418 0.534
H -2.684 9.723 3.783
C -2.279 9.201 -0.150
H -6.539 5.697 0.939
H -1.015 0.722 2.805
H -1.061 13.429 -1.616
O -0.015 11.684 -1.468
C -2.942 -1.633 1.155
*
```

Values from the calculation:
ΔE to the lowest compared entry with this formula, charge and spin = 0.0 kJ/mol

Atom charges from the Löwdin analysis, given in e for atoms 1 to 6:
1 H 0.075
2 H 0.083
3 C -0.301
4 C -0.314
5 H 0.074
6 H 0.076



no.,orbital gap (eV),electronic energy (eV)
1,8.95,-66128.386
2,7.89,-83202.858
3,9.25,-72613.596